C18H38BBr12FNO3P | ωB97M-V/def2-TZVPD

Atoms and positions in Å:
C -3.6367 0.8363 1.5570
C -4.2016 -0.3344 1.3497
P -4.7738 -0.8599 -0.3138
O -3.1970 -0.2191 -1.0068
N -3.1170 -0.6049 -2.3292
O -3.3313 0.2756 -3.0867
B -4.2496 -2.6480 -0.8781
O -5.0165 -3.3709 -1.7258
C -2.8900 -3.2794 -0.3713
C -2.9708 -3.8996 1.0329
C -6.4953 -1.3916 0.3074
C -6.5264 -2.5678 1.2825
F -7.3067 -1.6910 -0.7882
H -2.7534 0.9007 2.1768
H -4.0601 1.7229 1.1083
H -4.3175 -1.0257 2.1668
H -5.4272 0.0722 -1.1465
H -4.3957 -3.9309 -2.2201
H -2.1023 -2.5373 -0.3533
H -2.5583 -4.0437 -1.0749
H -3.4048 -3.2461 1.7776
H -3.4574 -4.8656 1.0095
H -1.9571 -4.0994 1.3612
H -6.9284 -0.5266 0.8111
H -5.5959 -2.7503 1.8149
H -7.2675 -2.3517 2.0430
H -6.8905 -3.4453 0.7659
Br 2.4059 2.3607 2.1329
C 0.6208 2.9627 1.6486
C -0.0784 3.6252 2.8055
Br -0.7234 2.3192 4.0975
H 0.0861 2.0954 1.2746
H 0.7673 3.6731 0.8379
H -0.9675 4.1507 2.4630
H 0.5607 4.3132 3.3482
Br -5.2695 -4.1302 3.9359
C -5.7599 -5.9944 4.2216
C -5.8445 -6.7562 2.9273
Br -7.4764 -6.3432 1.9530
H -6.6953 -5.9914 4.7706
H -4.9721 -6.4028 4.8507
H -5.8900 -7.8256 3.1203
H -5.0162 -6.5433 2.2593
Br 4.2100 -0.0640 -0.4368
C 5.7187 -0.7379 0.5858
C 5.5174 -0.5732 2.0682
Br 5.8000 1.2694 2.6370
H 6.5992 -0.2211 0.2226
H 5.7896 -1.7921 0.3274
H 6.2569 -1.1546 2.6144
H 4.5219 -0.8528 2.3973
Br 6.8532 0.8748 -3.3910
C 8.1226 1.7418 -2.1964
C 9.4179 0.9825 -2.1013
Br 9.2515 -0.6000 -0.9739
H 7.6242 1.8551 -1.2381
H 8.2977 2.7231 -2.6323
H 10.1861 1.5919 -1.6221
H 9.7789 0.6408 -3.0657
Br -5.1210 3.0451 -1.1414
C -4.6338 3.8603 -2.8378
C -5.8477 4.1641 -3.6730
Br -6.5742 2.5545 -4.4880
H -3.9444 3.1776 -3.3246
H -4.1110 4.7779 -2.5770
H -5.5835 4.8146 -4.5038
H -6.6499 4.6161 -3.0995
Br 10.2614 4.0519 -4.1820
C 10.8214 5.0839 -2.6290
C 12.1834 4.6634 -2.1495
Br 12.1192 2.9751 -1.1790
H 10.0524 4.9613 -1.8731
H 10.8389 6.1190 -2.9618
H 12.5778 5.3851 -1.4379
H 12.8914 4.5302 -2.9604

Cartesian forces (eV/Å) of the 6 atoms listed first:
0.268 0.745 0.279
-0.654 -0.691 -1.042
-2.417 -0.258 1.160
0.528 0.364 -0.800
-0.167 0.059 0.355
0.242 0.044 0.118

Calculated values
Calculated total energy, Ha: -32343.21405
Frontier orbital gap, eV: 8.66
Max |F|, eV/A: 2.69
HOMO, Eh: -0.3110

Atomic partial charges in e from the Mulliken method, atoms 1 to 4: C -0.37; C -0.21; P 0.70; O -0.29

C18H38BFN3O5PSi2 | ωB97M-V/def2-TZVPD

Atoms and positions in Å:
C 0.1702 3.1001 -4.0977
C 0.9166 3.0243 -2.7492
P 2.0190 1.5356 -2.7032
C 3.4854 1.8940 -1.6527
C 4.1545 0.5913 -1.2108
Si 0.8817 -0.1907 -1.8693
C -0.9112 -0.0013 -2.4382
C -1.8419 -1.0931 -1.9423
C -3.2797 -0.8494 -2.3601
F -1.4393 -2.3006 -2.5167
O 0.9984 -0.4653 -0.1973
Si 0.4102 0.5474 0.9440
N 0.9120 2.2172 0.7355
C -1.4697 0.6085 1.0536
O -2.0172 -0.6530 1.4457
C -2.7996 -0.5961 2.5726
O -3.9812 0.1318 2.3024
C -4.7694 0.2922 3.4655
C -4.5929 1.6973 4.0399
O -4.6031 2.6868 3.0382
C 1.0831 -0.0912 2.6040
C 1.2232 0.7899 3.6805
C 1.7379 0.3114 4.8851
C 2.0835 -1.0349 4.9328
C 1.8892 -1.8498 3.8225
N 1.3950 -1.3968 2.6720
B 1.6863 -1.8049 -2.7856
O 1.6100 -1.8302 -4.1589
N 2.3603 -2.8638 -2.0823
C 2.6799 -3.9763 -3.0232
C 1.5361 -3.4125 -0.9718
H 0.6021 3.8560 -4.7427
H -0.8785 3.3296 -3.9345
H 0.2121 2.1484 -4.6188
H 0.1804 2.9693 -1.9527
H 1.5092 3.9174 -2.5823
H 3.2596 2.5440 -0.8111
H 4.1945 2.4334 -2.2764
H 5.1630 0.7808 -0.8533
H 4.2288 -0.0782 -2.0646
H 3.6007 0.0953 -0.4199
H -0.9007 -0.0630 -3.5290
H -1.3191 0.9837 -2.2153
H -1.7795 -1.2119 -0.8629
H -3.8099 -1.7959 -2.3028
H -3.7591 -0.1034 -1.7367
H -3.3002 -0.5562 -3.4061
H 1.8170 2.3279 1.1839
H 0.2907 2.8164 1.2714
H -1.9634 0.9764 0.1548
H -1.7048 1.3533 1.8229
H -2.2440 -0.1348 3.4016
H -3.0567 -1.6190 2.8457
H -4.4531 -0.4141 4.2352
H -5.8125 0.1010 3.2354
H -3.6364 1.7171 4.5709
H -5.3754 1.9205 4.7559
H -3.7709 2.6452 2.5672
H 0.9545 1.8304 3.5850
H 1.8810 0.9573 5.7362
H 2.5051 -1.4575 5.8327
H 2.1562 -2.8936 3.8728
H 1.3882 -0.9529 -4.4844
H 3.1420 -4.7899 -2.4692
H 3.3590 -3.6483 -3.7979
H 1.7687 -4.3802 -3.4632
H 1.8130 -4.4400 -0.7731
H 0.4663 -3.3304 -1.1471
H 1.7450 -2.8518 -0.0632

Cartesian forces (eV/Å) of the 6 atoms listed first:
0.101 -0.060 0.376
-0.365 -0.320 -0.063
0.050 0.115 -0.823
0.136 -0.109 0.175
-0.023 0.265 -0.074
0.411 -0.706 0.515

Calculated values
Calculated total energy, Ha: -2294.35559
Frontier orbital gap, eV: 7.96
Max |F|, eV/A: 2.09
HOMO, Eh: -0.2863

Atomic partial charges in e from the Mulliken method, atoms 1 to 4: C -1.15; C -0.49; P 0.01; C -0.45

C18H38Br6N2O2S2 | ωB97M-V/def2-TZVPD

Atoms and positions in Å:
C -0.5323 -4.0587 -0.0089
C 0.1814 -4.8412 1.0733
C 0.6554 -6.2296 0.6308
C 1.6199 -6.0998 -0.4667
N 2.3744 -6.0059 -1.3158
H -1.2776 -4.6707 -0.5327
H 0.1527 -3.7227 -0.7919
H -1.0691 -3.1852 0.3586
H -0.4095 -4.9130 1.9879
H 1.0662 -4.2621 1.3608
H -0.1947 -6.7991 0.2426
H 1.0735 -6.8006 1.4545
C 0.1306 -0.1723 -0.4625
C -1.1338 -0.2765 -1.2994
C -1.1441 0.6666 -2.5120
C -0.5449 1.9826 -2.2955
N -0.0711 3.0144 -2.1516
H 0.2402 -0.9787 0.2584
H 0.0835 0.7626 0.1046
H 1.0217 -0.1451 -1.0944
H -2.0126 -0.0146 -0.6984
H -1.3105 -1.2831 -1.6861
H -2.1548 0.7869 -2.9059
H -0.5493 0.2412 -3.3323
C -5.4023 1.2375 -0.9359
S -5.0422 2.7640 -1.8056
O -6.2610 3.6109 -1.7472
C -3.9215 3.3904 -0.5331
H -5.8525 1.3787 0.0476
H -4.4928 0.6343 -0.8254
H -6.0754 0.5765 -1.4909
H -3.5145 4.3298 -0.8967
H -3.1046 2.7081 -0.3033
H -4.4833 3.5058 0.3930
C 3.1188 2.7616 -0.8247
S 1.9544 3.1242 0.5017
O 2.2814 2.2794 1.6950
C 2.5044 4.7995 0.8461
H 2.8200 3.2090 -1.7665
H 3.1047 1.6715 -0.8821
H 4.1386 3.0533 -0.5601
H 2.2329 5.0699 1.8663
H 2.0192 5.5476 0.2173
H 3.5856 4.8773 0.7234
Br -2.9115 2.1969 2.7499
C -0.9418 2.3289 2.9977
C -0.5401 3.6381 3.6168
Br -0.6565 3.5529 5.5596
H -0.5698 2.2283 1.9840
H -0.6009 1.4742 3.5707
H -1.0989 4.4886 3.2510
H 0.5240 3.7278 3.3996
Br 3.2177 -0.1772 -3.1893
C 2.6651 -1.7480 -4.2373
C 1.4915 -2.3723 -3.5273
Br 0.9838 -4.0153 -4.4380
H 3.5472 -2.3729 -4.3008
H 2.4071 -1.3788 -5.2225
H 0.6347 -1.7163 -3.6442
H 1.6995 -2.5675 -2.4828
Br 0.4908 -0.7209 4.8377
C 1.3234 -1.7922 3.4124
C 2.2839 -0.9366 2.6358
Br 3.0452 -1.9560 1.1505
H 0.5318 -2.2486 2.8282
H 1.8361 -2.5880 3.9489
H 3.0467 -0.4963 3.2731
H 1.7853 -0.0732 2.1902

Cartesian forces (eV/Å) of the 6 atoms listed first:
-0.485 -0.207 -0.726
0.579 0.498 0.466
-0.524 0.279 -0.420
-0.554 -0.402 0.967
0.674 0.210 -0.804
0.019 -0.024 0.172

Calculated values
Calculated total energy, Ha: -17209.02850
Frontier orbital gap, eV: 9.30
Max |F|, eV/A: 1.25
HOMO, Eh: -0.3327

Atomic partial charges in e from the Mulliken method, atoms 1 to 4: C -0.81; C -0.21; C -0.65; C 0.28

C18H38CaNO2P2 | ωB97M-V/def2-TZVPD

Atoms and positions in Å:
Ca 1.1743 -0.8212 -1.1713
P -0.2442 1.8503 -1.5391
P -0.0611 -1.9453 1.4147
N -1.9813 -1.1733 -1.3928
C -1.7121 1.1966 -2.4188
H -2.3242 2.1012 -2.5837
H -1.3583 0.8610 -3.4083
C -2.6545 0.1110 -1.8148
H -3.1395 0.4581 -0.8765
H -3.4184 -0.0705 -2.6307
C -2.5542 -1.9345 -0.2257
H -3.2834 -2.7297 -0.5665
H -3.0734 -1.1481 0.3598
C -1.5211 -2.7225 0.6324
H -1.1379 -3.5707 0.0419
H -2.0663 -3.1425 1.4957
C -0.5152 -1.8856 3.2253
C 0.4180 -0.9820 4.0382
H -0.0181 -0.8744 5.0403
H 0.5221 0.0217 3.6120
H 1.4142 -1.4249 4.1579
C 1.2731 -3.2672 1.2782
C 2.5379 -2.8987 2.0667
H 3.3426 -3.5744 1.7338
H 2.4115 -3.0536 3.1522
H 2.8758 -1.8652 1.8838
C 1.0206 2.1029 -2.9146
C 2.2663 2.8532 -2.4212
H 3.0461 2.7393 -3.1921
H 2.6709 2.4472 -1.4789
H 2.0803 3.9346 -2.3034
C -0.7715 3.5596 -1.0161
C 0.1769 4.1807 0.0145
H -0.2923 5.1012 0.3855
H 1.1391 4.4591 -0.4310
H 0.3579 3.5314 0.8775
C 2.1549 0.7134 0.7484
C 0.8432 -4.7059 1.5875
H 0.7276 -4.8962 2.6625
H -0.0700 -5.0181 1.0645
H 1.6515 -5.3711 1.2525
C 0.4943 2.7263 -4.2126
H 1.2786 2.6132 -4.9745
H -0.4089 2.2406 -4.6041
H 0.3162 3.8061 -4.1261
C -1.0626 4.5683 -2.1299
H -1.5913 5.4189 -1.6797
H -0.1517 4.9878 -2.5771
H -1.7185 4.1844 -2.9192
C -0.6977 -3.2247 3.9444
H 0.2554 -3.7056 4.2037
H -1.1981 -3.0200 4.9002
H -1.3377 -3.9352 3.4087
H -1.5044 -1.3969 3.1704
H -1.7268 3.3363 -0.5088
H 1.5334 -3.2369 0.1923
H 1.3352 1.0595 -3.1646
O 2.5647 1.3816 1.5991
H -2.1139 -1.7877 -2.1612
H 2.8865 -1.3562 -2.0527
O -0.9659 1.2324 1.6366
C -0.3731 0.6382 0.8235

Cartesian forces (eV/Å) of the 6 atoms listed first:
-0.969 0.440 0.691
1.125 0.672 -0.863
1.232 -0.849 0.478
0.515 0.132 0.071
-0.567 0.018 -0.310
-0.062 -0.497 -0.284

Calculated values
Calculated total energy, Ha: -2273.90949
Frontier orbital gap, eV: 7.74
Relative energy (zero: lowest compared OMol25 entry of this formula, charge and spin), eV: 0.846
Max |F|, eV/A: 4.33
Total charge: +1
HOMO, Eh: -0.3971

Atomic partial charges in e from the Mulliken method, atoms 1 to 4: Ca 0.77; P 0.56; P 0.57; N -0.06

C18H38F3N11O25S | ωB97M-V/def2-TZVPD

Atoms and positions in Å:
O 2.7931 0.1688 -1.8382
C 1.6270 -0.0758 -2.0558
O 1.2305 -1.1280 -2.8466
C -0.0967 -1.3861 -2.5932
O -0.8283 -1.8695 -3.4107
C -0.5049 -0.5674 -1.4111
C -1.6945 -0.6655 -0.5428
C -3.0813 -0.8376 -1.1535
C -3.4202 0.2424 -2.1562
F -2.7493 1.3833 -1.9264
F -4.7453 0.5615 -2.0781
F -3.2047 -0.1113 -3.4331
C 0.4344 0.3689 -1.2831
S 0.4080 1.7569 -0.2151
H -1.6591 0.0974 0.2143
H -1.5171 -1.5756 0.0244
H -3.2545 -1.8198 -1.5642
H -3.7944 -0.7281 -0.3468
H 0.1528 2.6992 -1.1349
C -1.1113 0.2488 3.6036
N -2.3083 -0.3885 2.9894
O -3.3896 0.1266 3.1680
O -2.1151 -1.3808 2.3175
H -1.4322 1.1255 4.1522
H -0.6488 -0.4825 4.2604
H -0.4383 0.5216 2.7960
C 1.7481 4.7415 2.9734
N 0.8591 3.5883 3.2862
O 1.3844 2.5279 3.5554
O -0.3360 3.7770 3.2491
H 2.7766 4.4131 3.0587
H 1.5229 5.0689 1.9657
H 1.5263 5.5223 3.6938
C 4.8113 2.8297 -1.5316
N 4.2858 3.5286 -0.3287
O 5.0863 4.0186 0.4410
O 3.0831 3.5585 -0.1886
H 5.8927 2.8873 -1.5143
H 4.4654 1.8024 -1.4880
H 4.4038 3.3346 -2.4019
C 3.1496 -2.6007 0.7369
N 1.7273 -2.1742 0.6594
O 1.0710 -2.5667 -0.2835
O 1.3145 -1.4482 1.5332
H 3.3623 -3.2361 -0.1143
H 3.7568 -1.7009 0.7202
H 3.2745 -3.1370 1.6724
C -7.3696 -1.3587 -2.7671
N -6.7743 -2.7195 -2.7100
O -7.3546 -3.6146 -3.2709
O -5.7217 -2.8317 -2.1092
H -8.2897 -1.4139 -3.3355
H -7.5529 -1.0412 -1.7453
H -6.6457 -0.7086 -3.2474
C 5.1164 2.1080 3.9055
N 4.8886 2.5118 5.3188
O 5.4118 1.8535 6.1898
O 4.1849 3.4812 5.5012
H 5.7575 1.2352 3.8923
H 4.1421 1.8899 3.4749
H 5.5839 2.9469 3.3985
C -2.2458 7.3335 2.2461
N -0.9724 7.3855 1.4773
O -0.3371 6.3577 1.3816
O -0.6581 8.4517 1.0018
H -2.3851 6.3207 2.6057
H -2.1565 8.0366 3.0681
H -3.0436 7.6281 1.5719
C 0.8338 -0.5525 8.0371
N 0.0396 -1.2624 6.9974
O -1.1534 -1.3683 7.1675
O 0.6497 -1.6863 6.0389
H 0.1604 -0.2326 8.8225
H 1.5749 -1.2510 8.4121
H 1.3125 0.2955 7.5569
C -3.4031 -3.0555 -5.1147
N -4.6085 -3.6822 -5.7167
O -5.6733 -3.1562 -5.4857
O -4.4444 -4.6861 -6.3740
H -3.7126 -2.1866 -4.5535
H -2.9435 -3.7930 -4.4658
H -2.7308 -2.7799 -5.9210
C 3.4945 -2.3266 -4.8665
N 4.9606 -2.0990 -4.9919
O 5.5319 -1.5674 -4.0640
O 5.4873 -2.4612 -6.0200
H 3.1696 -1.9566 -3.9058
H 3.0121 -1.7908 -5.6782
H 3.3222 -3.3953 -4.9522
C -0.8286 -5.7793 -3.2646
N 0.3191 -5.5936 -2.3405
O 1.3110 -5.0588 -2.7889
O 0.1866 -5.9849 -1.2050
H -0.5529 -5.3768 -4.2316
H -1.0371 -6.8426 -3.3279
H -1.6725 -5.2416 -2.8425

Cartesian forces (eV/Å) of the 6 atoms listed first:
-1.486 -0.036 -0.973
1.329 -0.387 1.746
0.346 -0.159 -0.592
-1.259 1.031 -0.751
0.692 -0.696 0.723
-0.028 0.535 0.075

Calculated values
Calculated total energy, Ha: -3888.76449
Frontier orbital gap, eV: 8.83
Relative energy (zero: lowest compared OMol25 entry of this formula, charge and spin), eV: 0.000
Max |F|, eV/A: 2.23
HOMO, Eh: -0.3671

Atomic partial charges in e from the Mulliken method, atoms 1 to 4: O -0.50; C 0.12; O -0.12; C -0.40

C18H38N2O14 | ωB97M-V/def2-TZVPD

Atoms and positions in Å:
C 3.4550 -2.7141 -2.3633
O 3.0173 -4.1228 -2.2942
C 1.6696 -4.3735 -2.4952
O 0.7187 -3.5714 -2.7274
O 1.5776 -5.6838 -2.6731
C 0.4571 -6.4372 -2.9628
H 4.5338 -2.6968 -2.2087
H 3.0324 -2.1439 -1.5360
H 3.3571 -2.2995 -3.3666
H 0.2362 -7.0723 -2.1049
H 0.5585 -6.9893 -3.8972
H -0.4085 -5.8045 -3.1593
C -3.0453 3.9733 0.5760
O -3.8791 5.1213 0.6684
C -4.2028 6.0370 -0.2919
O -4.8360 7.0591 -0.2501
O -3.7978 5.6362 -1.5329
C -4.2885 6.1333 -2.7731
H -3.0363 3.3922 1.4981
H -2.0341 4.3804 0.5767
H -3.2247 3.4645 -0.3711
H -3.5878 6.4702 -3.5371
H -4.8084 7.0746 -2.5951
H -5.1440 5.6731 -3.2675
C 4.2119 0.3099 2.7975
O 3.8471 0.8454 1.4748
C 4.7139 0.9447 0.4464
O 5.8584 0.4760 0.5279
O 4.0287 1.4829 -0.5743
C 4.5846 1.2976 -1.8420
H 3.4053 0.5541 3.4889
H 5.2153 0.5559 3.1450
H 4.2572 -0.7741 2.6925
H 4.6233 0.2634 -2.1840
H 5.5880 1.6758 -2.0376
H 4.0091 1.7793 -2.6324
C -3.3728 0.5314 0.0178
O -3.8461 0.1839 1.3159
C -4.9423 0.7883 1.8570
O -5.5870 0.0647 2.6487
O -5.0942 2.0389 1.4026
C -6.0975 2.8773 1.8809
H -4.0863 0.5127 -0.8061
H -2.4959 -0.0527 -0.2612
H -2.9841 1.5313 0.2107
H -5.9666 3.8895 1.4981
H -6.0189 2.8071 2.9658
H -7.0468 2.3712 1.7057
C -0.1139 1.2001 1.6874
C 0.0161 1.2845 0.1852
O -0.5489 2.1771 -0.4937
N 0.8075 0.2724 -0.3575
C 1.0607 0.3390 -1.8193
H 0.9216 0.9255 1.8884
H -0.8175 0.4391 2.0250
H -0.0596 2.1614 2.1984
H 1.3505 -0.3596 0.2134
H 1.5992 1.2779 -1.9481
H 0.2876 0.3606 -2.5874
H 1.8318 -0.3972 -2.0461
C -0.0830 -3.2571 1.9478
C 1.4341 -3.1866 1.9257
O 2.0264 -2.1383 1.7831
N 2.1086 -4.3756 1.9880
C 3.4918 -4.7276 2.1827
H -0.3657 -4.1028 2.5747
H -0.6141 -3.2290 0.9964
H -0.4776 -2.3734 2.4495
H 1.5510 -5.2170 2.0216
H 4.0107 -4.3320 3.0558
H 3.9651 -4.3846 1.2626
H 3.4938 -5.8171 2.2157

Cartesian forces (eV/Å) of the 6 atoms listed first:
0.311 -1.073 0.170
-1.510 1.328 -0.003
-1.858 1.474 -2.527
3.533 -1.887 1.576
2.452 0.633 0.850
-2.286 0.274 -0.306

Calculated values
Calculated total energy, Ha: -1871.09662
Frontier orbital gap (alpha / beta), eV: 9.39 / 4.03
Multiplicity: 2
Max |F|, eV/A: 4.52
Total charge: +1
HOMO (alpha / beta), Eh: -0.4630 / -0.4630

Atomic partial charges in e from the Mulliken method, atoms 1 to 4: C -0.33; O -0.32; C 0.76; O -0.62